A 9-piece molecular cluster, C65H144N8O9 overall in a non-equilibrium geometry. Source: the Open Molecules 2025 dataset; level of theory: wB97M-V/def2-TZVPD.

Atoms and positions in Å:
C (-0.536, 1.428, -0.332)
C (-0.927, 0.237, 0.459)
C (-0.400, -1.048, -0.140)
O (-0.505, 0.352, 1.792)
H (-0.995, 1.412, -1.352)
H (0.547, 1.578, -0.321)
H (-0.887, 2.339, 0.129)
H (-1.991, 0.241, 0.540)
H (0.665, -1.025, -0.006)
H (-0.621, -1.141, -1.189)
H (-0.783, -1.955, 0.270)
H (0.446, 0.164, 1.836)
C (-1.432, -3.892, -2.292)
C (-1.133, -5.421, -2.556)
C (0.216, -5.569, -3.311)
C (1.420, -5.454, -2.358)
C (1.286, -6.344, -1.252)
C (-0.015, -6.265, -0.405)
N (-1.081, -6.320, -1.384)
O (-2.368, -6.300, -0.745)
C (-0.151, -7.528, 0.490)
C (-0.094, -5.064, 0.577)
C (-2.213, -6.004, -3.478)
H (-0.553, -3.336, -1.940)
H (-2.240, -3.822, -1.543)
H (-1.883, -3.383, -3.202)
H (0.167, -6.554, -3.847)
H (0.192, -4.796, -4.084)
H (1.467, -4.471, -1.949)
H (2.363, -5.622, -2.885)
H (2.119, -6.293, -0.559)
H (1.315, -7.377, -1.612)
H (-0.364, -8.464, -0.080)
H (0.751, -7.674, 1.081)
H (-0.929, -7.282, 1.244)
H (0.491, -5.275, 1.453)
H (0.290, -4.091, 0.151)
H (-1.115, -4.757, 0.878)
H (-3.193, -5.688, -3.140)
H (-2.186, -7.105, -3.492)
H (-1.963, -5.593, -4.467)
H (-2.404, -5.749, 0.029)
C (0.048, 0.744, 5.071)
C (0.323, 0.428, 6.578)
C (-0.414, 1.471, 7.462)
C (-1.898, 1.113, 7.679)
C (-2.056, -0.267, 8.187)
C (-1.491, -1.277, 7.138)
N (-0.046, -0.975, 6.991)
O (0.631, -2.000, 6.208)
C (-1.450, -2.663, 7.791)
C (-2.350, -1.257, 5.834)
C (1.897, 0.415, 6.803)
H (-0.993, 1.067, 5.062)
H (0.195, -0.079, 4.319)
H (0.662, 1.578, 4.762)
H (0.033, 1.748, 8.448)
H (-0.312, 2.423, 6.885)
H (-2.397, 1.176, 6.731)
H (-2.370, 1.856, 8.337)
H (-3.147, -0.429, 8.315)
H (-1.649, -0.553, 9.136)
H (-1.159, -3.475, 7.173)
H (-0.802, -2.588, 8.671)
H (-2.463, -2.800, 8.174)
H (-3.389, -1.580, 6.031)
H (-2.378, -0.344, 5.350)
H (-1.957, -2.036, 5.108)
H (2.254, 1.422, 6.984)
H (2.346, 0.037, 5.865)
H (2.090, -0.044, 7.745)
H (0.529, -1.760, 5.277)
C (2.366, 0.646, -2.327)
C (3.669, -0.014, -2.914)
C (3.611, 0.174, -4.425)
C (3.857, 1.689, -4.809)
C (5.196, 2.115, -4.221)
C (5.413, 1.867, -2.714)
N (5.010, 0.463, -2.474)
O (5.018, 0.232, -1.022)
C (6.842, 2.118, -2.332)
C (4.481, 2.848, -1.879)
C (3.585, -1.523, -2.606)
H (2.228, 1.688, -2.601)
H (2.290, 0.549, -1.233)
H (1.526, 0.128, -2.711)
H (4.454, -0.393, -4.912)
H (2.645, -0.161, -4.865)
H (3.092, 2.349, -4.380)
H (3.836, 1.826, -5.903)
H (5.413, 3.165, -4.450)
H (5.974, 1.487, -4.796)
H (6.947, 1.698, -1.341)
H (7.532, 1.590, -3.053)
H (6.995, 3.200, -2.343)
H (3.622, 3.219, -2.454)
H (4.071, 2.442, -0.921)
H (5.008, 3.795, -1.595)
H (2.631, -1.872, -2.995)
H (3.530, -1.711, -1.530)
H (4.424, -2.166, -2.956)
H (5.735, -0.424, -0.883)
C (1.212, -2.672, -6.455)
C (-0.066, -1.804, -6.333)
C (-0.436, -1.976, -4.856)
C (-1.446, -0.955, -4.282)
C (-0.883, 0.456, -4.599)
C (-0.531, 0.729, -6.057)
N (0.385, -0.415, -6.499)
O (0.966, -0.176, -7.718)
C (-1.775, 0.839, -6.991)
C (0.311, 2.025, -6.146)
C (-1.156, -2.245, -7.310)
H (1.030, -3.706, -6.200)
H (1.957, -2.274, -5.816)
H (1.656, -2.655, -7.440)
H (-0.793, -3.011, -4.643)
H (0.458, -1.976, -4.252)
H (-1.505, -1.079, -3.193)
H (-2.350, -1.062, -4.851)
H (-0.089, 0.659, -3.848)
H (-1.683, 1.190, -4.231)
H (-2.078, 1.903, -6.960)
H (-1.520, 0.584, -7.993)
H (-2.623, 0.207, -6.740)
H (0.312, 2.470, -7.122)
H (-0.209, 2.648, -5.386)
H (1.291, 1.918, -5.716)
H (-0.863, -2.142, -8.366)
H (-2.041, -1.619, -7.232)
H (-1.396, -3.311, -7.176)
H (0.240, -0.121, -8.392)
C (-0.044, 6.688, -0.338)
C (0.068, 5.713, -1.514)
C (-1.294, 4.966, -1.569)
C (-1.326, 4.086, -2.793)
C (-1.302, 4.993, -4.035)
C (0.018, 5.766, -4.076)
N (0.066, 6.522, -2.744)
O (1.309, 7.308, -2.776)
C (1.217, 4.817, -4.442)
C (-0.115, 6.796, -5.225)
C (1.304, 4.789, -1.274)
H (0.851, 7.350, -0.256)
H (0.014, 6.062, 0.520)
H (-0.908, 7.380, -0.295)
H (-1.365, 4.407, -0.633)
H (-2.110, 5.687, -1.691)
H (-2.280, 3.557, -2.802)
H (-0.449, 3.455, -2.754)
H (-2.195, 5.662, -4.115)
H (-1.250, 4.292, -4.898)
H (1.105, 4.639, -5.477)
H (2.152, 5.367, -4.278)
H (1.272, 3.901, -3.880)
H (-0.972, 7.412, -4.948)
H (0.836, 7.371, -5.374)
H (-0.346, 6.376, -6.244)
H (1.174, 3.818, -1.712)
H (1.372, 4.691, -0.205)
H (2.227, 5.193, -1.606)
H (0.999, 8.162, -2.427)
C (-5.152, 2.807, 2.656)
C (-4.008, 3.053, 1.645)
C (-4.244, 4.358, 0.851)
C (-4.018, 5.594, 1.751)
C (-2.607, 5.597, 2.212)
C (-2.277, 4.285, 3.024)
N (-2.645, 3.141, 2.140)
O (-2.436, 1.922, 2.767)
C (-0.716, 4.141, 3.146)
C (-2.773, 4.371, 4.484)
C (-4.196, 1.900, 0.560)
H (-6.013, 2.515, 2.061)
H (-5.411, 3.684, 3.279)
H (-4.741, 1.995, 3.267)
H (-3.574, 4.484, -0.008)
H (-5.254, 4.401, 0.419)
H (-4.739, 5.496, 2.554)
H (-4.242, 6.538, 1.218)
H (-2.385, 6.406, 2.879)
H (-1.915, 5.664, 1.310)
H (-0.285, 3.492, 3.920)
H (-0.349, 3.962, 2.143)
H (-0.323, 5.150, 3.298)
H (-3.792, 4.824, 4.515)
H (-2.729, 3.366, 4.857)
H (-2.098, 4.968, 5.064)
H (-3.446, 2.011, -0.209)
H (-5.187, 1.899, 0.144)
H (-4.054, 0.969, 1.120)
H (-1.558, 1.617, 2.413)
C (0.117, -7.081, 5.222)
C (-0.744, -5.959, 5.872)
C (-2.049, -5.626, 5.145)
O (-1.771, -4.701, 4.091)
C (-2.956, -4.414, 3.412)
N (-0.994, -6.179, 7.276)
H (0.816, -7.356, 6.020)
H (0.635, -6.765, 4.334)
H (-0.537, -7.917, 4.980)
H (-0.217, -5.008, 5.838)
H (-2.813, -5.208, 5.788)
H (-2.514, -6.514, 4.607)
H (-3.349, -5.266, 2.814)
H (-2.930, -3.512, 2.768)
H (-3.832, -4.194, 4.062)
H (-0.184, -5.932, 7.840)
H (-1.197, -7.129, 7.577)
C (2.905, -2.834, 1.491)
C (2.417, -2.088, 2.681)
C (2.912, -0.673, 2.772)
O (2.399, 0.188, 1.753)
C (3.262, 1.305, 1.515)
N (0.985, -2.128, 2.838)
H (3.890, -2.466, 1.254)
H (2.268, -2.676, 0.617)
H (3.011, -3.907, 1.668)
H (2.903, -2.446, 3.652)
H (3.977, -0.691, 2.701)
H (2.566, -0.319, 3.739)
H (2.746, 1.962, 0.828)
H (4.209, 1.114, 1.019)
H (3.446, 1.804, 2.485)
H (0.759, -3.070, 3.134)
H (0.566, -2.045, 1.912)

Output
Largest force on an atom   0.0777 Eh/bohr
HOMO-LUMO gap   0.3157 Eh
Net charge   0
SMILES string   CC1(C)CCCC(C)(C)N1O.CC1(C)CCCC(C)(C)N1O.CC1(C)CCCC(C)(C)N1O.CC1(C)CCCC(C)(C)N1O.CC1(C)CCCC(C)(C)N1O.CC1(C)CCCC(C)(C)N1O.COC[C@H](C)N.COC[C@H](C)N.CC(C)O
Highest occupied orbital energy   -8.12 eV
DFT total energy   -100079.4119 eV

Atom charges from the Mulliken analysis, given in e for atoms 1 to 4:
1. C 0.724
2. C 1.235
3. C -0.521
4. O 0.195